The following is a DFT calculation (ωB97M-V/def2-TZVPD) of C30H53N6OPPt as an isolated structure.

Positions of all 92 atoms, in Å:
C (1.26, -0.59, -3.57)
Pt (0.22, -1.49, 1.97)
C (-2.47, -0.98, -3.59)
C (2.87, -4.54, 0.61)
H (3.57, -5.13, 0.04)
H (2.65, -5.79, 2.30)
H (-2.58, 0.87, -2.47)
C (2.38, -1.48, -4.11)
H (-0.72, 4.42, -0.76)
H (-0.44, -2.70, -2.61)
H (1.64, 2.53, -0.46)
H (2.12, -2.52, -3.88)
H (-1.52, -3.98, -2.12)
C (3.70, 0.10, -2.64)
C (2.29, -3.33, 0.35)
H (-1.55, -0.66, -4.10)
C (-1.78, -2.16, -0.99)
C (3.76, -1.14, -3.53)
H (1.94, 4.82, -2.14)
C (0.91, 3.14, -3.03)
H (1.38, 0.43, -3.93)
H (-3.69, 2.45, 3.79)
C (-0.30, 1.85, -1.22)
O (0.43, -0.17, 0.44)
H (-2.82, -2.38, -0.73)
H (-1.22, 2.89, -2.89)
H (2.39, -1.41, -5.20)
H (3.45, 0.97, -3.24)
H (0.33, 5.20, -2.71)
H (4.48, -0.98, -4.33)
H (-4.22, 1.90, 1.37)
H (0.82, 4.90, -0.08)
H (-3.28, -0.72, -4.28)
N (1.48, -3.00, 1.40)
C (-0.66, -2.74, 4.71)
H (4.68, 0.31, -2.20)
H (0.31, -0.95, -3.94)
C (0.58, 2.76, -0.35)
C (0.35, 4.21, -0.78)
H (-3.00, 3.17, 1.53)
H (0.96, -5.46, 4.79)
H (-0.68, -4.29, 6.31)
H (-0.20, 4.07, 2.87)
C (-0.32, 2.30, -2.71)
H (0.34, 2.60, 0.70)
N (0.04, -2.72, 3.53)
C (-1.70, -0.64, -1.16)
H (-3.65, -0.38, -1.92)
H (2.42, -2.70, -0.51)
H (-1.32, 1.97, -0.83)
H (-3.44, 0.77, 3.41)
C (-3.07, 1.78, 3.20)
C (-1.36, 3.12, 4.44)
C (0.76, -3.84, 3.47)
H (1.23, -1.69, -1.76)
H (1.26, 0.38, 3.49)
C (-3.20, 2.11, 1.72)
H (0.94, 3.37, -4.09)
C (0.92, 4.43, -2.20)
H (-0.54, 2.90, 5.12)
C (-2.45, -2.49, -3.37)
H (2.57, 0.84, -0.96)
H (1.81, 2.55, -2.82)
H (-2.10, -0.19, -0.24)
H (-1.89, 4.60, 2.95)
H (-3.45, -2.82, -3.06)
C (-0.35, -3.89, 5.36)
H (1.02, 2.13, 3.60)
P (-0.02, 0.07, -1.00)
C (-2.64, -0.20, -2.29)
C (-0.78, 0.97, 3.41)
N (0.55, -4.57, 4.57)
C (0.62, 1.16, 3.90)
C (-1.46, -2.91, -2.28)
C (-1.03, 4.30, 3.54)
C (1.31, -0.62, -2.03)
H (3.10, -0.78, -0.78)
H (-0.73, 5.16, 4.15)
H (4.15, -1.98, -2.94)
H (-1.21, -2.49, -0.11)
H (-2.22, 3.35, 5.07)
H (-1.32, -1.95, 4.99)
N (-1.70, 1.89, 3.70)
H (-2.50, 1.53, 1.11)
C (2.69, -0.09, -1.51)
N (-1.06, -0.12, 2.72)
H (-2.01, -0.19, 2.38)
H (0.66, 1.11, 4.99)
N (2.39, -4.94, 1.83)
H (-0.39, 1.44, -3.38)
C (1.56, -3.99, 2.28)
H (-2.24, -3.01, -4.30)

The charge is +2. For the LUMO energy, the calculation gives -5.34 eV. As for the gap between HOMO and LUMO: 8.96 eV.

=====

The following is a DFT calculation (ωB97M-V/def2-TZVPD) of a 9-piece molecular cluster, C30H54N9O4Si overall in a non-equilibrium geometry.

Positions of all 98 atoms, in Å:
H (-0.40, -0.57, -0.42)
N (1.50, -7.61, -2.03)
O (0.31, -2.98, 1.07)
C (0.03, -2.37, 2.37)
C (-0.04, 2.75, 6.50)
C (1.06, 2.87, -8.93)
H (2.16, 0.70, -1.08)
H (0.44, -5.82, -0.68)
C (-1.63, -3.17, -1.24)
C (-4.53, -4.09, -3.09)
C (-0.89, 6.03, 1.17)
H (-3.93, 1.21, 0.95)
H (-1.38, -6.39, -0.42)
H (3.40, 1.97, -1.74)
N (3.42, 1.75, -8.58)
H (-3.15, -3.02, 1.76)
H (-0.64, 2.58, 1.55)
C (-2.80, 1.59, 0.91)
C (3.30, 1.06, -1.01)
C (-0.79, 1.62, 2.24)
H (-1.02, 6.38, 0.14)
C (0.43, 5.40, 1.37)
H (1.73, -0.01, 2.68)
Si (-1.03, -3.93, 0.46)
C (1.42, 0.34, 1.59)
C (1.79, 2.55, -4.79)
H (1.10, -2.12, 2.85)
H (-1.75, -4.03, -2.04)
H (-1.10, -0.64, 3.39)
H (2.24, 2.35, 2.38)
H (-2.88, 2.75, 0.64)
H (-6.37, 0.58, 4.48)
C (-1.17, 3.61, 6.11)
H (0.92, 3.22, -9.96)
O (-2.28, 1.43, 2.28)
H (-2.64, -2.62, -1.00)
H (0.02, 1.06, -0.50)
H (-0.37, 1.90, 7.11)
C (-0.22, 0.25, 1.49)
H (-0.32, 1.77, 3.31)
H (-0.19, -6.37, 1.05)
C (-6.06, 1.30, 3.72)
C (-4.78, -2.89, -3.90)
H (4.15, 0.81, 1.21)
C (-0.89, -1.02, 2.28)
N (-2.06, 4.29, 5.80)
N (-4.34, -5.04, -2.44)
H (4.49, -6.66, -2.69)
H (5.16, 3.29, 3.33)
H (1.38, 2.51, 0.60)
H (-1.70, 5.34, 1.39)
H (2.69, -1.88, -0.95)
C (2.54, 1.46, -5.44)
H (0.24, 2.18, -8.71)
H (3.07, 0.84, -4.70)
C (2.37, 2.25, -8.73)
H (-0.47, -3.11, 3.16)
H (6.22, 2.17, 4.18)
H (-2.26, -4.58, 2.59)
H (-4.89, -2.00, -3.28)
N (-0.60, 0.38, 0.03)
H (4.15, 2.55, 0.48)
H (3.43, -5.54, -3.54)
H (-5.70, -2.99, -4.49)
C (-0.48, -5.78, 0.07)
C (2.04, 1.83, 1.32)
N (-6.43, 0.36, 1.29)
C (3.57, -6.07, -2.59)
C (3.51, 1.58, 0.56)
H (-5.01, 1.54, 3.91)
H (-2.64, -0.30, -0.52)
H (-1.96, -1.20, 1.81)
C (3.19, -1.18, -1.76)
H (0.47, 2.34, 5.63)
H (3.74, -5.32, -1.82)
C (-6.27, 0.78, 2.36)
C (4.15, 1.89, 4.59)
H (5.47, 3.50, 5.05)
H (1.88, 0.79, -6.00)
H (-0.85, -2.37, -1.60)
C (5.30, 2.75, 4.27)
H (0.92, 3.74, -8.27)
C (2.41, -6.93, -2.28)
O (2.86, -1.42, -3.06)
N (1.47, 4.91, 1.52)
H (-6.64, 2.22, 3.89)
H (3.29, 1.84, -6.14)
H (-3.97, -2.70, -4.61)
H (-1.02, 6.90, 1.83)
N (1.20, 3.41, -4.29)
O (4.13, -0.11, -1.34)
H (1.88, -0.47, 0.85)
H (0.70, 3.30, 7.09)
H (-3.36, -4.76, 1.06)
C (-2.05, 0.70, -0.23)
H (-2.07, 1.35, -1.23)
C (-2.58, -4.03, 1.59)
N (3.23, 1.22, 4.83)

The charge is +1. For the LUMO energy, the calculation gives -2.66 eV. As for the gap between HOMO and LUMO: 9.58 eV.

=====

The following is a DFT calculation (ωB97M-V/def2-TZVPD) of a 9-piece molecular cluster, C30H54O15 overall in a non-equilibrium geometry.

Positions of all 99 atoms, in Å:
C (5.21, -0.16, 3.19)
C (-1.39, 2.62, -1.69)
H (-0.32, -0.43, -3.44)
C (0.49, 3.42, -0.25)
C (-0.13, 3.46, -1.61)
H (-0.99, -5.42, -0.86)
H (3.38, -0.13, -0.71)
H (0.92, -1.51, -2.85)
H (-3.49, 2.63, 2.70)
H (1.97, 4.90, 4.18)
H (-5.54, -0.50, 2.14)
H (1.63, -1.24, 4.12)
H (4.22, -0.19, 3.69)
O (-6.32, 2.25, 1.65)
H (0.14, 1.11, 3.95)
C (0.90, -4.50, -0.66)
C (0.31, -1.90, -4.88)
H (1.83, -5.32, -2.56)
H (1.09, -6.50, -1.49)
C (-4.58, -0.12, -2.76)
H (0.17, -0.01, 0.54)
H (5.60, -0.56, -2.70)
C (0.70, 1.71, 4.56)
C (5.17, 1.90, 1.69)
O (2.45, 0.07, 2.12)
H (-6.94, 0.25, 2.88)
C (3.95, -1.06, -0.72)
O (2.96, -2.50, -2.36)
C (-3.47, -0.30, -0.73)
H (2.03, -1.61, -6.03)
O (1.62, 2.49, -0.39)
H (0.18, 2.04, 5.52)
H (-0.32, 4.51, -1.92)
H (0.01, -1.69, 1.08)
C (0.97, 2.96, 3.77)
H (1.68, 1.33, 4.88)
O (-3.31, -0.01, -2.06)
C (-0.59, -4.44, -0.82)
H (5.76, 1.41, 0.95)
H (-5.44, -0.10, 3.89)
H (-1.27, 1.72, -1.12)
C (1.50, -2.45, -5.58)
H (-1.72, 2.43, -2.70)
H (-0.96, -3.80, 0.04)
O (1.52, -3.85, 0.16)
H (3.50, -1.75, -0.02)
C (0.57, -0.94, -3.68)
C (-5.48, 1.68, 2.69)
C (-5.49, -0.77, -1.76)
O (-2.60, -0.19, 0.09)
H (4.10, 1.74, 1.48)
C (1.74, 2.13, -1.67)
H (5.19, -0.76, 2.32)
H (-0.06, -1.29, 3.41)
H (1.03, -3.05, -6.37)
H (-0.15, 3.13, 0.56)
O (-4.79, -0.57, -0.46)
H (2.65, -5.77, -1.09)
C (-6.85, -0.14, -1.63)
H (2.79, 3.79, 3.05)
C (-4.04, 1.85, 2.17)
H (0.91, 4.39, 0.09)
H (4.71, -1.41, -3.99)
H (5.00, -0.79, -0.53)
C (-5.55, 2.50, 0.58)
H (-4.93, 0.86, -2.95)
C (5.01, -1.42, -2.99)
O (-6.00, 2.77, -0.47)
C (1.50, -0.69, 2.06)
H (-3.41, 0.94, 2.13)
C (3.86, -1.72, -2.06)
H (-7.50, -0.68, -0.94)
H (-5.73, 2.27, 3.53)
H (-5.57, -1.81, -1.97)
H (1.05, -2.60, 3.04)
H (-2.21, 3.18, -1.25)
H (-4.49, -0.71, -3.68)
C (5.51, 1.31, 3.03)
H (1.37, -1.31, 0.08)
H (-7.29, -0.12, -2.59)
H (2.18, -2.93, -4.88)
C (0.70, -0.89, 0.83)
O (2.49, 1.33, -2.11)
C (1.05, -1.53, 3.23)
C (-5.84, 0.20, 2.91)
H (2.91, 3.54, 4.80)
O (-0.86, -2.10, -5.21)
O (0.17, 3.33, 2.92)
H (5.69, -2.28, -2.90)
C (2.21, 3.82, 4.01)
H (1.44, -0.30, -3.87)
H (-0.81, -3.93, -1.77)
H (5.31, 3.02, 1.75)
O (-4.20, 2.27, 0.77)
O (6.00, 1.96, 3.90)
C (1.64, -5.55, -1.52)
O (0.86, 2.82, -2.43)
H (-6.71, 0.91, -1.39)
H (5.91, -0.66, 3.87)

The charge is 0. For the LUMO energy, the calculation gives 0.45 eV. As for the gap between HOMO and LUMO: 9.58 eV.

=====

The following is a DFT calculation (ωB97M-V/def2-TZVPD) of C30H55BCoO2P2 as an isolated structure in a non-equilibrium geometry.

Positions of all 91 atoms, in Å:
H (-2.75, 2.81, 4.73)
H (-3.47, 1.31, 4.12)
C (-0.88, -1.62, -1.14)
C (-0.19, -2.96, 1.65)
H (0.10, 2.42, 4.37)
H (-2.49, -1.72, -3.58)
H (-3.19, 0.70, -0.10)
H (-0.88, -3.26, -4.36)
H (-1.44, -0.81, 4.00)
C (-0.03, 3.30, 3.72)
O (0.00, 1.73, 1.98)
H (1.18, -2.94, -5.28)
P (2.00, 0.52, -0.06)
H (-2.93, 0.06, -1.78)
H (-2.11, -2.98, 0.76)
C (0.97, -1.27, 2.76)
C (1.57, 0.13, -3.73)
H (2.19, -4.89, 0.76)
H (-1.85, -2.54, 3.78)
H (0.43, 4.25, 1.30)
H (2.54, 0.49, -3.43)
H (3.54, 0.83, 1.69)
B (-0.92, 0.82, 1.53)
H (1.06, 2.71, -0.32)
H (3.95, 0.78, -1.58)
H (-4.31, 2.68, 2.13)
Co (0.09, -0.46, -2.73)
H (1.59, 2.10, -1.95)
H (1.45, 1.21, -5.37)
H (-1.77, 1.33, 4.54)
H (-1.08, 2.14, -0.96)
H (-1.01, -1.62, -2.35)
H (2.14, 0.34, 3.58)
H (-0.08, -2.03, -0.47)
C (-0.75, 2.89, 2.46)
C (2.89, 1.52, 1.12)
H (-2.11, 0.66, -3.34)
H (1.70, -0.99, 4.67)
H (2.19, 2.02, 1.81)
H (-1.00, 3.71, 0.44)
H (-0.52, 4.12, 4.26)
H (-1.85, -2.17, -1.24)
H (-3.44, 4.14, 2.66)
H (2.34, -2.02, -3.71)
C (-0.32, -1.86, 2.54)
C (-0.36, 1.39, -1.29)
H (3.75, -0.97, 2.28)
C (-3.34, 3.20, 2.09)
C (-0.81, -2.28, -4.86)
C (-1.32, 0.08, -3.87)
H (2.52, -3.43, -0.30)
H (-0.65, 0.44, -5.91)
C (-0.63, 4.01, 1.43)
C (-1.57, -1.61, 3.25)
C (-2.78, -0.09, -0.70)
C (1.08, 1.85, -0.99)
H (3.20, -0.92, -1.63)
C (3.49, -0.05, -1.00)
H (3.85, -2.31, 1.10)
C (1.90, -2.04, 2.00)
C (-2.57, 1.93, 4.09)
H (-1.31, -2.39, -5.83)
C (-1.51, -1.34, -3.93)
C (-1.31, -3.69, 1.03)
C (1.19, -3.06, 1.29)
C (1.43, -1.36, -3.92)
H (3.50, 2.25, 0.56)
C (1.75, -3.98, 0.28)
H (4.17, -0.39, -0.19)
H (0.46, 0.18, 4.18)
H (-2.39, -1.36, 2.56)
P (-1.02, -0.02, -0.24)
O (-2.25, 1.10, 1.89)
C (0.82, 1.16, -4.49)
H (-1.15, 4.94, 1.74)
H (-1.01, -4.19, 0.09)
C (0.71, -1.95, -5.08)
C (-0.62, 0.87, -4.91)
H (0.85, -1.34, -6.01)
C (1.34, -0.36, 3.84)
H (-1.12, 1.84, -4.99)
H (0.99, 3.59, 3.44)
H (0.87, 2.12, -3.96)
C (3.38, -1.98, 2.04)
H (-0.48, 1.29, -2.39)
H (-3.21, -1.06, -0.42)
H (3.73, -2.67, 2.84)
H (-1.70, -4.46, 1.72)
C (-2.23, 2.33, 2.65)
H (0.95, -4.27, -0.44)
H (-3.17, 3.44, 1.04)

The charge is +1. For the LUMO energy (spin up / spin down), the calculation gives -1.91 / -5.69 eV. As for the spin multiplicity: 5. As for the expectation value of S²: 6.184. As for the gap between HOMO and LUMO (spin up / spin down): 4.71 / 2.82 eV.

=====

The following is a DFT calculation (ωB97M-V/def2-TZVPD) of C30H55Be2ClIN4Na2O12P2S3 as an isolated structure in a non-equilibrium geometry.

Positions of all 112 atoms, in Å:
H (-1.47, -0.16, -0.65)
N (0.12, 0.05, 4.04)
H (2.49, -3.80, 4.65)
H (-3.73, -3.42, -3.74)
H (1.85, 1.77, 0.25)
C (0.69, -4.49, 3.15)
N (0.29, -8.00, 4.69)
C (0.65, 1.86, 2.16)
H (1.44, -0.25, 2.43)
H (-1.22, -0.15, 2.34)
C (-2.41, -0.02, 4.12)
H (-4.57, 0.12, 3.82)
C (7.83, 7.20, 0.45)
C (-6.49, 0.70, -4.80)
H (4.90, 4.81, -3.73)
H (-2.63, -0.70, 4.97)
H (-0.47, 2.13, 2.28)
O (5.63, 6.54, -2.89)
I (3.17, 2.56, -4.79)
C (1.09, 0.60, 3.05)
H (8.51, 6.93, 1.25)
H (-6.00, 0.15, -5.61)
H (0.38, 0.21, -2.41)
C (4.54, 5.77, -3.37)
C (-1.99, -0.78, -2.51)
O (-5.08, 7.20, -1.62)
O (6.37, 4.61, -1.77)
H (5.53, 3.91, 0.01)
H (3.78, 5.62, -2.60)
H (1.96, 0.96, 3.61)
H (1.82, -9.49, 4.67)
C (-0.93, -7.85, 4.09)
H (8.39, 7.72, -0.33)
H (1.50, 3.06, -1.50)
Na (-2.78, 2.17, -1.09)
C (-3.48, -1.26, -2.37)
C (0.89, 1.41, 0.64)
H (-0.06, -4.65, 2.31)
O (-4.15, 5.35, -0.86)
H (1.31, 2.71, 2.35)
C (-4.16, -3.68, -2.76)
H (-5.26, -3.63, -2.80)
H (4.09, 6.31, -4.20)
H (-1.17, -1.58, 3.39)
O (7.25, 5.99, -0.07)
H (0.72, -7.34, 5.32)
N (-1.75, 0.29, -1.52)
C (-3.80, -1.44, 2.55)
H (-2.26, 0.96, 4.59)
S (-0.20, -1.73, 5.99)
P (6.20, 6.18, -1.38)
C (-3.66, -0.03, 3.21)
C (2.33, 1.74, -2.96)
O (1.78, 1.51, -7.58)
C (1.12, 2.50, -2.36)
C (-2.21, 2.91, -3.92)
Na (0.78, -4.73, 0.53)
C (2.58, -2.98, 3.92)
H (3.60, -3.02, 3.50)
Be (0.05, 0.58, -4.92)
H (0.90, 0.30, 0.53)
H (5.87, 2.71, -1.25)
H (-3.62, -2.26, 3.27)
H (-1.53, -6.98, 4.27)
H (0.12, -10.77, 2.99)
H (-3.02, 3.53, -4.29)
C (6.24, 3.61, -0.77)
C (0.69, -0.93, 4.85)
H (-1.36, -1.68, -2.35)
O (4.96, 6.46, -0.58)
O (2.81, 0.78, -2.45)
H (-1.31, 1.77, 0.44)
N (-4.68, 1.67, -3.19)
H (-4.76, -1.58, 2.03)
H (0.77, 3.22, -3.13)
S (2.46, -1.38, 4.78)
C (-3.62, -2.67, -1.70)
O (1.04, -0.17, -5.99)
H (-0.25, 3.09, -0.16)
H (-4.00, -1.28, -3.34)
C (0.85, -9.19, 4.31)
H (-7.15, 0.02, -4.26)
C (-4.11, 6.48, -1.42)
H (7.05, 7.86, 0.84)
H (2.16, -3.46, 1.82)
H (-4.03, -0.53, -1.76)
H (1.36, -5.37, 3.16)
C (1.56, -3.21, 2.75)
Cl (-0.66, 2.62, 3.96)
O (1.02, -0.64, -8.37)
C (-0.03, -9.82, 3.46)
S (1.78, 0.06, -7.35)
H (-4.30, -2.61, -0.84)
P (-0.38, 1.36, -1.96)
C (-1.49, 2.35, -3.14)
H (-3.01, -1.52, 1.77)
H (0.94, -2.32, 2.60)
O (-2.93, 6.76, -1.75)
H (-7.08, 1.51, -5.23)
C (-1.11, -0.48, 3.39)
C (-0.34, 1.98, -0.14)
Be (-1.36, -3.59, 7.20)
H (-2.62, -3.02, -1.35)
C (-1.16, -8.97, 3.33)
H (-2.05, -9.15, 2.74)
O (3.11, -0.47, -7.19)
H (-3.64, 0.73, 2.41)
H (0.16, -4.35, 4.10)
H (-1.83, -0.40, -3.55)
H (-3.82, -4.70, -2.52)
H (7.21, 3.40, -0.33)
C (-5.47, 1.24, -3.90)

The charge is +1. For the LUMO energy, the calculation gives -7.11 eV. As for the gap between HOMO and LUMO: 1.88 eV.